Run A
{"formula": "C20H28N4O2S", "method": "ωB97M-V with the def2-TZVPD basis set", "species": ["S", "O", "O", "N", "N", "N", "N", "C", "C", "C", "C", "C", "C", "C", "C", "C", "C", "C", "C", "C", "C", "C", "C", "C", "C", "C", "C", "H", "H", "H", "H", "H", "H", "H", "H", "H", "H", "H", "H", "H", "H", "H", "H", "H", "H", "H", "H", "H", "H", "H", "H", "H", "H", "H", "H"], "coordinates": [[-3.04, -1.82, 0.50], [-5.81, -1.29, -0.02], [-5.73, 0.95, -0.25], [-3.24, 2.10, 0.12], [1.91, -1.98, 0.88], [2.30, 2.21, 0.46], [-0.38, -1.80, 0.72], [2.51, -4.10, -1.02], [2.07, 1.03, 1.28], [-5.17, -0.11, -0.02], [-0.09, 2.46, 0.88], [1.10, 2.92, 0.01], [0.80, -1.18, 0.79], [3.35, 2.06, -0.52], [1.70, -3.38, 1.22], [1.39, -4.24, 0.00], [2.98, -1.82, -0.09], [-1.47, -1.08, 0.59], [0.73, 2.66, -1.46], [-0.29, 0.98, 0.73], [1.32, 4.42, 0.22], [2.70, -2.63, -1.36], [-2.85, 0.80, 0.27], [0.86, 0.23, 0.88], [-1.51, 0.33, 0.50], [-7.20, -1.24, -0.29], [-3.76, -0.24, 0.25], [3.55, 3.03, -0.99], [3.09, -0.77, -0.35], [-2.61, 2.72, -0.35], [1.79, -2.24, -1.83], [3.13, 1.34, -1.32], [1.90, 1.38, 2.31], [0.88, -3.43, 1.94], [0.14, 2.67, 1.93], [4.26, 1.75, -0.01], [0.61, 1.59, -1.65], [-7.56, -2.26, -0.21], [3.53, -2.50, -2.06], [-7.70, -0.59, 0.42], [2.98, 0.43, 1.31], [1.58, 4.61, 1.26], [2.14, 4.77, -0.40], [1.28, -5.28, 0.31], [-4.22, 2.18, -0.12], [0.44, -3.91, -0.43], [3.91, -2.17, 0.37], [0.43, 4.98, -0.03], [2.27, -4.67, -1.93], [-7.37, -0.85, -1.30], [3.44, -4.51, -0.61], [-0.98, 3.03, 0.63], [-0.21, 3.15, -1.70], [2.62, -3.73, 1.71], [1.49, 3.05, -2.13]], "lowdin_charge": [1.11, -0.08, 0.07, 0.16, -0.08, -0.15, 0.13, -0.21, -0.12, -0.52, -0.07, -0.53, -0.23, -0.09, -0.17, -0.18, -0.16, -0.52, -0.02, -0.10, -0.03, -0.17, -0.26, -0.06, -0.11, -0.05, -0.38, 0.08, 0.09, 0.09, 0.12, 0.08, 0.13, 0.12, 0.14, 0.09, 0.09, 0.09, 0.11, 0.10, 0.11, 0.09, 0.08, 0.11, 0.08, 0.10, 0.13, 0.08, 0.11, 0.10, 0.11, 0.10, 0.08, 0.12, 0.08], "e_homo_ha": -0.280, "smiles": "COC(=O)c1sc2nc(N3CCCCC3)c3c(c2c1N)CC(C)(C)N(C)C3", "gap_ev": 8.08}

Run B
{"formula": "C20H28N4O2S", "method": "ωB97M-V with the def2-TZVPD basis set", "species": ["S", "O", "O", "N", "N", "N", "N", "C", "C", "C", "C", "C", "C", "C", "C", "C", "C", "C", "C", "C", "C", "C", "C", "C", "C", "C", "C", "H", "H", "H", "H", "H", "H", "H", "H", "H", "H", "H", "H", "H", "H", "H", "H", "H", "H", "H", "H", "H", "H", "H", "H", "H", "H", "H", "H"], "coordinates": [[0.32, 3.58, -3.88], [2.68, 1.69, 2.88], [-2.44, 0.01, -3.32], [0.30, -1.55, 2.40], [1.84, -0.29, 3.64], [0.43, 2.25, -1.66], [0.30, 0.96, -3.61], [-2.19, -0.29, -4.68], [1.03, -1.37, 3.45], [-3.55, 0.86, -3.05], [-0.44, 0.14, -0.75], [1.95, 0.73, 2.69], [-4.51, 0.11, -2.12], [1.14, 0.53, 1.50], [0.33, -0.62, 1.40], [0.97, -2.43, 4.50], [-0.46, -0.79, 0.27], [2.64, -0.14, 4.85], [3.32, -2.51, 5.50], [0.32, 2.16, -3.02], [2.28, -3.22, 4.63], [3.77, -1.17, 4.93], [1.16, 1.46, 0.46], [0.09, 0.79, -5.02], [-3.10, 2.17, -2.41], [0.39, 1.27, -0.67], [-1.39, 0.79, -5.42], [2.91, -2.36, 6.50], [-1.11, -1.65, 0.21], [0.55, -0.16, -5.32], [-3.96, 2.82, -2.25], [-4.00, -0.12, -1.18], [-1.12, 0.01, -1.58], [2.00, -0.20, 5.73], [4.19, -3.16, 5.60], [-1.63, -1.23, -4.67], [2.69, -3.40, 3.63], [-2.39, 2.69, -3.05], [-4.07, 1.08, -3.99], [0.17, -3.11, 4.19], [-2.62, 1.98, -1.45], [0.70, -2.00, 5.47], [2.05, -4.19, 5.08], [1.79, 2.33, 0.57], [3.07, 0.86, 4.79], [0.21, 0.14, -3.03], [4.55, -0.77, 5.58], [4.20, -1.31, 3.94], [-1.46, 0.61, -6.49], [-5.38, 0.72, -1.90], [-1.81, 1.77, -5.20], [0.60, 1.61, -5.54], [0.69, 3.17, -1.35], [-4.83, -0.82, -2.58], [-3.14, -0.46, -5.20]], "lowdin_charge": [0.64, 0.07, -0.17, 0.16, 0.06, 0.05, 0.02, -0.21, -0.28, -0.44, -0.01, -0.35, -0.04, -0.06, -0.22, -0.11, 0.01, -0.12, -0.21, -0.86, -0.19, -0.17, 0.06, -0.22, -0.03, -0.22, -0.15, 0.11, 0.12, 0.12, 0.08, 0.08, 0.09, 0.13, 0.11, 0.13, 0.12, 0.04, 0.14, 0.12, 0.08, 0.12, 0.11, 0.13, 0.12, 0.12, 0.11, 0.12, 0.12, 0.08, 0.10, 0.08, 0.12, 0.08, 0.12], "e_homo_ha": -0.289, "smiles": "CC(C)OCCCNC(=S)Nc1ccc2nc3n(c(=O)c2c1)CCCCC3", "gap_ev": 8.29}

The computed energies, referenced to the most stable structure and given in eV, are run A 0.667; run B 0.000.